Record 1
# C48H70I2N6O5S

5 unconnected molecules or ions with the total composition C48H70I2N6O5S in a non-equilibrium geometry (ωB97M-V/def2-TZVPD, the OMol25 dataset).

Last column: Mulliken charge in e.
Cartesian coordinates (Å):
C  0.542  -3.731  -4.496  -1.33
C  1.364  -2.902  -3.870  -0.84
C  0.939  -2.188  -2.619  1.40
C  -0.051  -1.220  -2.790  0.76
C  -0.683  -0.937  -4.122  -0.59
C  -1.808  -1.608  -4.524  0.09
C  -2.389  -1.326  -5.742  -1.18
C  -1.809  -0.361  -6.528  -0.59
C  -0.688  0.315  -6.128  -1.02
C  -0.104  0.035  -4.915  0.13
C  -0.454  -0.499  -1.675  0.07
C  -1.525  0.579  -1.858  -1.48
N  -0.858  1.819  -2.380  -0.44
C  0.082  -0.713  -0.415  -0.67
C  1.036  -1.692  -0.302  1.50
C  1.484  -2.452  -1.367  0.42
C  2.531  -3.518  -1.139  -1.74
I  1.796  -5.497  -1.669  0.11
C  3.942  -3.191  -1.826  -0.39
C  4.061  -1.738  -2.304  -0.92
I  4.516  -4.596  -3.384  0.04
S  1.815  -2.036  1.269  -0.12
C  1.000  -0.915  2.382  1.11
C  1.398  -0.984  3.703  0.58
C  2.490  -1.932  4.156  -1.53
C  3.922  -1.563  3.662  -1.47
C  4.103  -0.098  3.253  4.05
C  3.927  0.840  4.488  -1.69
C  5.508  0.171  2.646  -1.47
C  5.392  1.162  1.447  -0.01
C  4.914  2.540  1.874  -0.87
C  3.919  3.222  1.224  0.50
C  2.469  2.752  1.183  0.01
C  4.184  4.522  0.490  -1.43
C  0.813  -0.148  4.618  -0.80
C  -0.156  0.744  4.213  -0.95
C  -0.533  0.794  2.895  1.78
C  -1.583  1.823  2.500  -0.42
C  -1.063  3.254  2.651  -0.04
O  -1.112  4.027  1.709  -0.45
C  0.039  -0.037  1.935  -1.82
N  -0.403  0.139  0.606  0.29
H  -0.410  -4.054  -4.083  0.30
H  0.779  -4.094  -5.495  0.32
H  2.338  -2.747  -4.325  0.32
H  -2.278  -2.359  -3.894  0.60
H  -3.293  -1.843  -6.044  0.54
H  -2.258  -0.095  -7.483  0.56
H  -0.258  1.080  -6.768  0.44
H  0.770  0.553  -4.536  0.44
H  -2.021  0.784  -0.907  0.41
H  -2.278  0.242  -2.574  0.41
H  0.145  1.661  -2.369  0.30
H  -1.012  2.545  -1.683  0.18
H  2.782  -3.643  -0.088  0.44
H  4.715  -3.331  -1.068  0.65
H  5.127  -1.517  -2.422  0.49
H  3.490  -1.510  -3.199  0.23
H  3.738  -1.104  -1.466  0.10
H  2.451  -1.973  5.248  0.64
H  2.238  -2.941  3.814  -0.05
H  4.158  -2.226  2.821  0.28
H  4.668  -1.772  4.438  0.52
H  3.398  0.199  2.471  -2.07
H  2.973  1.370  4.414  0.13
H  3.988  0.297  5.438  0.33
H  4.722  1.590  4.502  0.56
H  6.213  0.555  3.389  0.38
H  5.914  -0.771  2.242  0.41
H  6.403  1.315  1.056  0.50
H  4.694  0.739  0.717  -0.10
H  5.391  3.044  2.724  0.43
H  1.907  3.408  1.856  0.30
H  2.379  1.709  1.504  -0.53
H  2.054  2.836  0.164  0.34
H  4.622  4.305  -0.487  0.26
H  4.879  5.129  1.090  0.40
H  3.273  5.120  0.359  0.34
H  1.120  -0.165  5.659  0.48
H  -0.633  1.409  4.929  0.51
H  -1.852  1.740  1.445  -0.17
H  -2.510  1.649  3.061  0.17
H  -0.609  3.547  3.624  0.41
H  -0.351  1.108  0.321  0.13
C  -5.105  2.329  -8.459  0.09
O  -5.660  2.675  -9.482  -0.59
N  -5.730  1.837  -7.369  0.14
C  -5.006  1.441  -6.177  -0.92
C  -7.176  1.702  -7.398  -0.99
H  -4.009  2.392  -8.337  0.31
H  -5.188  0.383  -5.979  0.34
H  -5.353  2.033  -5.327  0.36
H  -3.938  1.599  -6.306  0.26
H  -7.467  1.040  -8.215  0.30
H  -7.632  2.678  -7.570  0.30
H  -7.530  1.295  -6.454  0.39
C  0.359  7.422  -1.981  0.13
O  0.836  7.706  -3.062  -0.60
N  -0.590  6.487  -1.777  0.17
C  -1.120  6.194  -0.456  -0.83
C  -1.098  5.750  -2.921  -1.02
H  0.677  7.924  -1.051  0.28
H  -0.935  5.152  -0.215  0.27
H  -2.197  6.380  -0.448  0.32
H  -0.646  6.821  0.296  0.30
H  -0.279  5.219  -3.410  0.29
H  -1.534  6.444  -3.641  0.32
H  -1.853  5.036  -2.599  0.39
C  1.172  -5.562  4.358  0.24
O  1.970  -4.966  5.060  -0.66
N  0.051  -6.159  4.800  0.13
C  -0.860  -6.849  3.907  -0.92
C  -0.252  -6.108  6.220  -0.96
H  1.310  -5.656  3.267  0.26
H  -1.846  -6.383  3.958  0.35
H  -0.943  -7.897  4.205  0.35
H  -0.499  -6.800  2.882  0.29
H  -0.341  -5.069  6.538  0.27
H  0.557  -6.573  6.785  0.31
H  -1.184  -6.632  6.420  0.40
C  -3.642  -2.508  3.884  0.26
O  -3.937  -3.640  3.554  -0.65
N  -4.515  -1.585  4.342  0.13
C  -4.092  -0.253  4.720  -0.39
C  -5.918  -1.945  4.457  -0.98
H  -2.603  -2.136  3.835  0.19
H  -4.331  -0.077  5.772  0.37
H  -4.616  0.481  4.102  0.35
H  -3.018  -0.139  4.577  -0.22
H  -6.025  -2.794  5.133  0.29
H  -6.303  -2.236  3.478  0.30
H  -6.489  -1.101  4.837  0.39

## Properties
- Relative energy (zero: lowest compared OMol25 entry of this formula, charge and spin): 0.0 kcal per mole
- Charge: 0
- 2S+1: 1
- Highest occupied orbital energy: -7.5 eV

=====

Record 2
# C48H72O36

12 unconnected molecules or ions with the total composition C48H72O36 in a non-equilibrium geometry (ωB97M-V/def2-TZVPD, the OMol25 dataset).

Last column: Mulliken charge in e.
Cartesian coordinates (Å):
C  -4.607  -8.059  7.182  -1.51
C  -3.513  -8.036  8.261  0.49
C  -2.729  -6.737  8.298  -0.29
O  -3.111  -6.285  9.610  -0.34
C  -3.803  -7.236  10.279  0.66
O  -4.212  -7.131  11.417  -0.55
O  -4.030  -8.272  9.469  -0.34
H  -5.266  -8.920  7.287  0.36
H  -4.209  -8.098  6.168  0.38
H  -5.227  -7.163  7.209  0.36
H  -2.920  -8.912  7.997  0.23
H  -3.068  -5.973  7.599  0.29
H  -1.676  -7.002  8.390  0.26
C  -3.491  3.343  5.498  -1.38
C  -4.721  2.994  6.332  0.47
C  -4.825  3.451  7.808  -0.33
O  -6.243  3.809  7.900  -0.30
C  -6.803  3.960  6.698  0.63
O  -7.931  4.412  6.441  -0.55
O  -5.925  3.462  5.734  -0.35
H  -3.671  2.980  4.486  0.35
H  -2.565  2.917  5.884  0.36
H  -3.466  4.422  5.349  0.36
H  -4.778  1.905  6.357  0.20
H  -4.078  4.215  8.020  0.27
H  -4.527  2.621  8.449  0.29
C  2.834  -0.634  -9.347  -1.38
C  3.130  -0.722  -10.819  0.41
C  2.101  -1.287  -11.710  -0.37
O  1.827  -0.150  -12.622  -0.34
C  2.313  0.950  -12.179  0.72
O  2.155  2.042  -12.685  -0.59
O  3.154  0.699  -11.223  -0.35
H  1.970  -0.021  -9.090  0.34
H  3.730  -0.282  -8.836  0.34
H  2.634  -1.574  -8.834  0.40
H  4.099  -1.182  -11.009  0.26
H  1.172  -1.502  -11.182  0.26
H  2.542  -2.147  -12.214  0.30
C  2.876  8.216  2.328  -1.40
C  1.755  9.048  1.671  0.41
C  2.272  10.252  0.939  -0.38
O  1.738  10.046  -0.376  -0.34
C  1.074  8.898  -0.488  0.71
O  0.446  8.491  -1.467  -0.57
O  1.173  8.271  0.674  -0.34
H  3.517  8.784  3.001  0.38
H  3.529  7.858  1.531  0.37
H  2.475  7.339  2.836  0.33
H  1.009  9.380  2.392  0.27
H  3.356  10.201  0.837  0.28
H  1.924  11.169  1.416  0.29
C  -1.034  -8.668  -0.126  -1.36
C  -0.061  -8.360  -1.303  0.44
C  -0.289  -9.238  -2.533  -0.42
O  -0.681  -8.355  -3.572  -0.35
C  -0.701  -7.072  -3.154  0.69
O  -1.109  -6.080  -3.812  -0.58
O  -0.438  -7.101  -1.830  -0.33
H  -2.109  -8.599  -0.298  0.33
H  -0.781  -8.060  0.742  0.35
H  -0.857  -9.666  0.274  0.40
H  0.997  -8.387  -1.040  0.28
H  -1.098  -9.966  -2.474  0.25
H  0.630  -9.757  -2.803  0.29
C  3.689  -5.561  4.306  -1.44
C  5.098  -6.056  4.103  0.46
C  5.747  -6.712  5.304  -0.45
O  6.192  -7.965  4.894  -0.32
C  5.669  -8.238  3.646  0.64
O  5.896  -9.294  3.050  -0.55
O  5.035  -7.127  3.187  -0.33
H  3.631  -4.655  4.910  0.37
H  3.097  -6.279  4.874  0.37
H  3.084  -5.475  3.404  0.35
H  5.785  -5.378  3.597  0.29
H  4.960  -6.767  6.057  0.26
H  6.478  -6.123  5.858  0.34
C  10.132  -4.110  -2.499  -1.29
C  8.640  -3.722  -2.224  0.30
C  8.170  -2.467  -2.912  -0.41
O  7.141  -2.845  -3.800  -0.32
C  6.955  -4.157  -3.767  0.70
O  6.116  -4.736  -4.414  -0.56
O  7.880  -4.695  -2.971  -0.37
H  10.357  -5.126  -2.176  0.34
H  10.811  -3.387  -2.045  0.36
H  10.239  -4.032  -3.581  0.35
H  8.312  -3.871  -1.195  0.32
H  9.008  -1.982  -3.414  0.29
H  7.928  -1.727  -2.150  0.30
C  -7.579  -4.265  0.385  -1.38
C  -8.670  -3.228  0.757  0.41
C  -8.209  -1.817  0.814  -0.44
O  -8.826  -1.069  -0.210  -0.32
C  -9.756  -1.850  -0.764  0.69
O  -10.580  -1.482  -1.613  -0.57
O  -9.524  -3.107  -0.333  -0.35
H  -7.022  -4.455  1.303  0.39
H  -6.835  -3.936  -0.340  0.36
H  -8.082  -5.170  0.045  0.35
H  -9.340  -3.464  1.584  0.30
H  -7.126  -1.899  0.718  0.29
H  -8.433  -1.342  1.769  0.28
C  -6.295  6.561  -0.637  -1.41
C  -7.339  7.486  0.043  0.47
C  -6.899  8.936  0.220  -0.44
O  -7.924  9.660  -0.390  -0.32
C  -8.731  8.913  -1.069  0.68
O  -9.745  9.164  -1.703  -0.57
O  -8.315  7.612  -0.983  -0.34
H  -5.509  6.321  0.079  0.42
H  -5.664  6.974  -1.424  0.37
H  -6.738  5.594  -0.876  0.32
H  -7.629  7.013  0.981  0.26
H  -5.966  9.157  -0.297  0.27
H  -6.726  9.188  1.267  0.31
C  14.473  4.636  1.720  -1.37
C  13.588  3.681  2.482  0.37
C  12.833  4.165  3.702  -0.36
O  11.484  3.941  3.367  -0.32
C  11.350  3.485  2.143  0.71
O  10.240  3.208  1.588  -0.63
O  12.512  3.413  1.561  -0.32
H  15.087  4.027  1.057  0.34
H  15.268  5.121  2.287  0.38
H  13.930  5.411  1.180  0.35
H  14.077  2.724  2.662  0.27
H  12.978  5.245  3.742  0.28
H  13.106  3.634  4.614  0.29
C  -8.388  3.904  -6.164  -1.38
C  -7.277  4.328  -7.103  0.43
C  -7.005  5.759  -6.936  -0.44
O  -5.619  5.831  -7.011  -0.32
C  -5.069  4.647  -6.723  0.70
O  -3.879  4.308  -6.543  -0.60
O  -6.059  3.730  -6.688  -0.34
H  -8.643  2.854  -6.308  0.34
H  -9.314  4.468  -6.284  0.37
H  -7.986  4.038  -5.160  0.36
H  -7.436  4.103  -8.158  0.29
H  -7.378  6.168  -5.998  0.28
H  -7.458  6.320  -7.754  0.31
C  2.012  0.777  -1.142  -1.41
C  0.588  0.866  -0.583  0.44
C  -0.452  0.391  -1.584  -0.40
O  -1.183  -0.556  -0.827  -0.33
C  -0.642  -0.754  0.376  0.73
O  -1.078  -1.541  1.255  -0.63
O  0.443  -0.067  0.454  -0.34
H  2.673  1.102  -0.339  0.34
H  2.225  1.413  -2.001  0.38
H  2.316  -0.247  -1.359  0.37
H  0.275  1.882  -0.343  0.27
H  0.001  -0.173  -2.399  0.28
H  -1.056  1.246  -1.889  0.30

## Properties
- Relative energy (zero: lowest compared OMol25 entry of this formula, charge and spin): 206.9 kcal per mole
- Charge: 0
- 2S+1: 1
- SMILES string: C[C@H]1COC(=O)O1.C[C@H]1COC(=O)O1.C[C@H]1COC(=O)O1.C[C@H]1COC(=O)O1.C[C@H]1COC(=O)O1.C[C@H]1COC(=O)O1.C[C@H]1COC(=O)O1.C[C@H]1COC(=O)O1.C[C@H]1COC(=O)O1.C[C@H]1COC(=O)O1.C[C@H]1COC(=O)O1.C[C@H]1COC(=O)O1
- Highest occupied orbital energy: -10.3 eV

=====

Number 1: total energy -3569.21085 a.u., frontier orbital gap 7.20 eV. Number 2: total energy -4580.82193 a.u., frontier orbital gap 10.26 eV.